{
  "formula": "C54H108O36",
  "method": "ωB97M-V/def2-TZVPD",
  "symbols": ["C", "C", "C", "O", "C", "H", "H", "H", "H", "H", "H", "H", "H", "C", "C", "C", "O", "C", "H", "H", "H", "H", "H", "H", "H", "H", "C", "C", "C", "O", "C", "H", "H", "H", "H", "H", "H", "H", "H", "C", "C", "C", "O", "C", "H", "H", "H", "H", "H", "H", "H", "H", "C", "C", "C", "O", "C", "H", "H", "H", "H", "H", "H", "H", "H", "C", "C", "C", "O", "C", "H", "H", "H", "H", "H", "H", "H", "H", "C", "O", "C", "O", "O", "C", "H", "H", "H", "H", "H", "H", "C", "O", "C", "O", "O", "C", "H", "H", "H", "H", "H", "H", "C", "O", "C", "O", "O", "C", "H", "H", "H", "H", "H", "H", "C", "O", "C", "O", "O", "C", "H", "H", "H", "H", "H", "H", "C", "O", "C", "O", "O", "C", "H", "H", "H", "H", "H", "H", "C", "O", "C", "O", "O", "C", "H", "H", "H", "H", "H", "H", "C", "O", "C", "O", "O", "C", "H", "H", "H", "H", "H", "H", "C", "O", "C", "O", "O", "C", "H", "H", "H", "H", "H", "H", "C", "O", "C", "O", "O", "C", "H", "H", "H", "H", "H", "H", "C", "O", "C", "O", "O", "C", "H", "H", "H", "H", "H", "H"],
  "positions_angstrom": [[-1.0147, 2.2073, 1.9775], [-1.5302, 2.4872, 0.5664], [-2.5074, 3.6396, 0.7959], [-1.9558, 4.3534, 1.8808], [-0.9891, 3.5877, 2.6140], [-0.0864, 1.6426, 2.0667], [-1.7593, 1.6335, 2.5317], [-2.0267, 1.5698, 0.2498], [-0.7663, 2.7772, -0.1558], [-3.5066, 3.2450, 0.9970], [-2.6551, 4.3387, -0.0285], [-1.2431, 3.5903, 3.6745], [-0.0544, 4.1410, 2.5049], [-1.7183, -4.0104, -3.1500], [-0.4337, -4.1536, -3.8951], [0.1497, -5.4853, -3.6319], [-0.6462, -6.0370, -2.5952], [-1.9602, -5.4394, -2.7319], [-2.6008, -3.5325, -3.5719], [-1.4377, -3.4957, -2.2284], [0.3517, -3.4196, -3.7102], [-0.6864, -4.0635, -4.9536], [1.2053, -5.4438, -3.3626], [0.0947, -6.1133, -4.5244], [-2.4944, -5.5450, -1.7868], [-2.5751, -6.0316, -3.4136], [-0.8053, -5.4193, 2.1980], [-0.6724, -4.7757, 0.8138], [0.7936, -4.9804, 0.4635], [1.4109, -4.7035, 1.7132], [0.6137, -5.2635, 2.7752], [-0.9596, -6.4617, 1.9144], [-1.6296, -4.9916, 2.7656], [-0.9728, -3.7283, 0.8735], [-1.2445, -5.2055, -0.0099], [1.0946, -4.2743, -0.3106], [0.9621, -6.0023, 0.1188], [0.4883, -4.5342, 3.5766], [1.0539, -6.1895, 3.1442], [3.2812, 3.4250, 3.0286], [2.9673, 4.8248, 2.6055], [3.9423, 5.7473, 3.3260], [4.8653, 4.8656, 3.9628], [4.1747, 3.6456, 4.2805], [3.7499, 2.8395, 2.2366], [2.4052, 2.8225, 3.2738], [1.9532, 5.0947, 2.9032], [2.9861, 4.8120, 1.5155], [3.5123, 6.4152, 4.0753], [4.5710, 6.4128, 2.7330], [3.5092, 3.8178, 5.1292], [4.8579, 2.8206, 4.4771], [-7.3455, -0.4524, 2.9839], [-7.5041, -0.8934, 1.5512], [-6.3819, -0.1532, 0.7999], [-5.2916, -0.2024, 1.7632], [-5.8636, 0.0413, 3.0822], [-7.5603, -1.2104, 3.7358], [-7.9119, 0.4411, 3.2493], [-8.4878, -0.6133, 1.1715], [-7.4707, -1.9786, 1.4553], [-6.7061, 0.8497, 0.5143], [-5.9928, -0.5665, -0.1309], [-5.7917, 1.0806, 3.4036], [-5.3987, -0.5525, 3.8698], [5.6900, 0.6126, 1.2596], [6.5290, 1.8707, 1.1899], [7.3943, 1.8895, 2.4845], [6.6513, 1.0010, 3.3410], [6.0963, -0.0293, 2.5578], [5.8723, -0.0410, 0.4072], [4.6803, 1.0232, 1.2619], [5.8925, 2.7505, 1.2894], [7.1464, 2.0107, 0.3024], [7.3794, 2.8730, 2.9526], [8.4204, 1.5470, 2.3419], [5.2438, -0.4788, 3.0685], [6.7769, -0.8713, 2.4134], [2.9668, 6.7218, -4.7671], [3.4788, 6.5526, -3.4346], [3.6875, 5.3068, -3.0378], [3.5330, 4.2820, -3.6538], [4.0836, 5.4003, -1.7312], [4.3638, 4.1919, -1.0286], [3.6488, 6.4814, -5.5811], [2.6461, 7.7522, -4.9169], [2.0349, 6.1562, -4.7879], [3.4950, 3.5402, -0.9322], [4.6642, 4.5019, -0.0285], [5.2010, 3.6985, -1.5216], [1.4857, 1.1568, -4.4482], [2.0068, -0.1606, -4.1644], [2.4404, -0.9627, -5.1539], [2.3656, -0.8364, -6.3667], [3.0276, -2.0570, -4.5424], [3.4775, -3.1036, -5.3146], [1.2735, 1.6725, -3.5119], [0.5336, 1.0727, -4.9724], [2.1068, 1.8858, -4.9690], [4.0471, -3.8117, -4.7104], [4.2762, -2.6653, -5.9159], [2.7182, -3.7013, -5.8182], [-2.9090, 2.1469, -2.5571], [-4.2333, 1.7622, -2.9746], [-5.0337, 2.7227, -3.3760], [-4.7833, 3.9242, -3.5172], [-6.1768, 2.1593, -3.8206], [-7.1991, 2.8612, -4.5314], [-2.5206, 1.3985, -1.8681], [-2.8585, 3.0765, -1.9916], [-2.2393, 2.1637, -3.4152], [-6.8918, 3.8376, -4.9038], [-8.0757, 2.9437, -3.8897], [-7.4863, 2.2488, -5.3855], [-2.3929, -1.2545, -0.0138], [-1.0459, -0.9794, 0.3728], [-0.1496, -0.5275, -0.5333], [-0.3624, -0.4854, -1.7486], [0.9518, -0.2587, 0.0947], [1.8159, 0.7144, -0.4268], [-2.7655, -0.4868, -0.6918], [-3.1536, -1.3001, 0.7663], [-2.4719, -2.2517, -0.4487], [1.2755, 1.6518, -0.5637], [2.3392, 0.4642, -1.3500], [2.5653, 0.8452, 0.3535], [-1.7076, -2.0682, 8.2109], [-1.7790, -2.5774, 6.8691], [-1.4792, -1.8528, 5.7957], [-1.1863, -0.6584, 5.7558], [-1.6274, -2.6186, 4.7353], [-1.5821, -2.0476, 3.4353], [-1.0148, -1.2302, 8.2881], [-1.5941, -2.8083, 9.0005], [-2.6355, -1.5715, 8.5031], [-2.5314, -1.8700, 2.9292], [-1.1233, -2.7998, 2.7940], [-0.9823, -1.1413, 3.3590], [4.1405, -2.3512, -1.4431], [5.0456, -2.5192, -0.3449], [6.2697, -2.9836, -0.5847], [6.7032, -3.3901, -1.6634], [6.9959, -2.7846, 0.5535], [8.3855, -3.0653, 0.6458], [3.8975, -1.3210, -1.7030], [3.1865, -2.8621, -1.3144], [4.5444, -2.7623, -2.3680], [8.9643, -2.8572, -0.2540], [8.5213, -4.1374, 0.7970], [8.8014, -2.5582, 1.5144], [-1.3000, 4.7704, -4.3072], [-1.2101, 5.3181, -3.0145], [-0.2416, 4.9149, -2.1706], [0.3937, 3.8734, -2.2606], [-0.0658, 5.8854, -1.2331], [0.8870, 5.6251, -0.2537], [-0.3974, 5.1190, -4.8161], [-2.0267, 5.3457, -4.8787], [-1.3572, 3.6883, -4.3975], [0.7938, 6.2597, 0.6256], [1.8896, 5.7991, -0.6480], [0.8536, 4.5616, -0.0131], [-5.2445, -4.2889, 5.6781], [-4.5063, -4.2746, 4.4750], [-5.1524, -4.0829, 3.3334], [-6.3873, -4.0372, 3.1961], [-4.2411, -3.9385, 2.3512], [-4.7260, -3.8019, 1.0373], [-4.6021, -4.4806, 6.5359], [-5.9515, -5.1195, 5.7074], [-5.8273, -3.3771, 5.8059], [-5.3009, -2.9077, 0.7980], [-5.3177, -4.6684, 0.7346], [-3.9958, -3.8964, 0.2323], [1.9503, 0.6452, 5.6751], [2.5402, -0.5146, 5.1632], [2.3765, -0.7509, 3.8616], [1.9245, 0.0567, 3.0489], [2.9495, -1.9034, 3.5965], [3.0951, -2.2808, 2.2413], [1.9248, 0.6152, 6.7624], [0.9363, 0.7840, 5.2987], [2.5042, 1.4982, 5.2799], [2.1483, -2.4357, 1.7284], [3.6884, -3.1896, 2.1469], [3.7914, -1.5597, 1.8105], [-1.5240, -1.2081, -5.2110], [-2.3128, -0.4151, -6.0585], [-3.6615, -0.4801, -5.9861], [-4.3428, -1.1377, -5.2516], [-4.0852, 0.3806, -6.8905], [-5.4798, 0.6624, -7.1081], [-0.4860, -0.9716, -5.4385], [-1.7299, -2.2693, -5.3447], [-1.7498, -0.9387, -4.1781], [-5.6139, 1.3992, -7.8969], [-5.9325, 0.9673, -6.1653], [-5.9796, -0.2601, -7.4055]],
  "mulliken_charge": [0.210, 2.245, -0.504, -0.560, -0.016, -0.375, 0.022, -0.728, -0.980, 0.293, 0.246, 0.433, -0.352, 0.771, -0.113, -0.400, -0.448, -0.953, 0.642, -0.696, -0.330, 0.349, 0.265, 0.286, 0.287, 0.326, -0.592, 1.830, -0.294, -0.297, -0.423, 0.570, -0.108, -1.187, -0.142, -0.101, 0.373, 0.159, 0.349, 1.694, 0.848, -0.676, -0.508, -0.869, -0.872, -0.330, 0.033, -0.710, 0.313, 0.265, 0.406, 0.433, -0.603, -0.410, -0.670, -0.201, -0.476, 0.249, 0.311, 0.383, 0.161, 0.320, 0.400, 0.368, 0.145, 1.706, -0.069, -0.640, -0.499, 0.059, 0.203, -1.491, -0.424, 0.500, 0.407, 0.241, 0.036, -0.088, -0.348, -0.358, 0.843, -0.538, -0.403, -0.311, 0.303, 0.256, -0.028, 0.000, 0.079, 0.532, -0.611, 0.199, 0.327, -0.607, 0.020, -0.897, -0.028, 0.275, 0.433, 0.269, 0.383, 0.286, 0.445, -0.219, 0.750, -0.623, -0.249, -0.766, -0.820, 0.336, -0.014, 0.341, 0.281, 0.267, 0.834, 1.358, 0.125, -0.645, 0.364, 0.763, -0.487, -0.400, -0.369, -0.444, 0.136, -0.731, -0.739, -0.310, 0.927, -0.593, -0.399, 0.232, 0.296, 0.286, 0.305, -0.127, -0.574, 0.369, -0.509, -0.134, 0.686, -0.628, -0.214, -0.785, 0.127, 0.016, 0.494, 0.344, 0.317, 0.250, -0.306, -0.439, 0.565, 0.115, -0.452, -0.227, 0.144, 0.271, 0.021, 0.353, 0.332, -0.171, -0.786, -0.190, 0.691, -0.644, 0.109, -0.329, 0.245, 0.339, 0.295, -0.008, 0.362, -0.045, -0.239, -0.495, 0.588, 0.025, -0.459, 0.713, 0.313, 0.149, -0.147, -0.234, 0.260, -0.569, -0.198, -0.402, 0.817, -0.591, -0.378, -0.342, -0.011, 0.442, 0.017, 0.254, -0.051, 0.341],
  "total_energy_ha": -4830.8370,
  "molar_mass_g_mol": 1333.42,
  "charge": 0,
  "homo_lumo_gap_ha": 0.362
}